{
  "formula": "C7H11NO3P",
  "method": "the ωB97M-V functional and the def2-TZVPD basis",
  "charge": -1,
  "smiles": "N[C@]1(C[P@@](=O)([O-])O)C=CC=CC1",
  "largest_force_ev_per_a": 4.13,
  "homo_lumo_gap_ha": 0.3233,
  "de_lowest_kcal_mol": 2.6,
  "e_lumo_ev": 3.432,
  "elements": ["C", "C", "C", "C", "C", "C", "C", "N", "O", "O", "O", "P", "H", "H", "H", "H", "H", "H", "H", "H", "H", "H", "H"],
  "xyz": [[1.555299, 2.369359, 0.406300], [1.037398, 1.869815, -0.816734], [1.180245, 1.817316, 1.582144], [0.286246, 0.807194, -0.848373], [0.147413, 0.673942, 1.735782], [0.096262, -0.093660, 0.398074], [-1.320975, -1.019308, 0.143527], [1.146309, -0.992262, 0.541513], [-2.396491, -3.164520, -1.293953], [-2.009582, -0.999656, -2.465326], [0.154906, -2.438461, -1.760606], [-1.202586, -1.921977, -1.546801], [2.383151, 3.199853, 0.334964], [1.099400, 2.479350, -1.645060], [1.587690, 2.346930, 2.518898], [-0.137330, 0.501177, -1.779112], [0.520296, -0.062894, 2.533611], [-0.749338, 1.117387, 2.139358], [-2.160559, -0.344157, -0.065334], [-1.332720, -1.585970, 1.138315], [1.221388, -1.542232, -0.310494], [-3.043530, -2.543282, -1.645903], [1.937106, -0.473943, 0.705210]],
  "forces_ev_per_angstrom": [[1.968, 0.952, 1.688], [-0.187, 0.509, 0.596], [0.625, 1.364, 1.392], [-0.781, -1.720, 1.000], [1.487, 0.526, 0.275], [-4.014, 0.160, -0.957], [2.826, 0.906, 0.770], [-0.461, -3.133, -0.749], [1.861, 1.318, -0.192], [1.405, -0.785, 0.489], [0.758, -0.426, -0.470], [-3.314, 0.564, 1.486], [-1.836, -1.531, 0.479], [0.487, 1.091, -1.972], [-0.654, -1.151, -1.256], [-0.437, -0.367, -0.386], [-0.517, 0.957, -1.159], [-0.696, 0.086, -0.186], [0.069, -0.146, 0.687], [-0.554, 0.355, -1.684], [0.267, -0.207, -0.014], [-0.979, -0.459, -0.175], [2.678, 1.138, 0.338]],
  "mulliken_charge": [-0.06, -0.58, -0.50, -0.56, -1.07, 1.13, -0.92, -0.69, -0.58, -0.78, -0.77, 0.93, 0.20, 0.47, 0.22, 0.25, 0.37, 0.36, 0.35, 0.32, 0.34, 0.30, 0.28]
}

{
  "formula": "C7H11NO3S",
  "method": "the ωB97M-V functional and the def2-TZVPD basis",
  "charge": 0,
  "largest_force_ev_per_a": 4.89,
  "homo_lumo_gap_ha": 0.3364,
  "de_lowest_kcal_mol": 87.9,
  "e_lumo_ev": 0.644,
  "elements": ["C", "C", "C", "C", "C", "C", "C", "N", "O", "O", "O", "S", "H", "H", "H", "H", "H", "H", "H", "H", "H", "H", "H"],
  "xyz": [[2.405993, 0.403710, 1.034399], [1.916360, -0.008897, -0.134381], [-1.756525, 0.087354, -1.494216], [1.225906, 0.530330, 1.982390], [0.110809, -0.147533, 1.163937], [-1.751087, 0.392481, -2.977729], [-0.648346, -1.372504, 1.747424], [-1.239528, 1.175880, -0.751528], [-2.260697, -0.823195, -0.860995], [-0.958566, 2.239082, 1.506717], [0.653056, -0.435594, -0.124085], [-1.405793, 0.931818, 0.947209], [3.398318, 0.682068, 1.266990], [2.259914, -0.199611, -1.174488], [1.498495, 0.032718, 3.008452], [0.885722, 1.498430, 2.018327], [-1.879799, -0.578526, -3.356569], [-2.494493, 1.134622, -3.217234], [-0.814337, 0.860957, -3.108248], [-1.060525, -1.794093, 0.933414], [-1.478234, -1.075996, 2.362619], [-0.077484, -2.090417, 2.484358], [-1.324386, 2.120338, -1.014914]],
  "forces_ev_per_angstrom": [[-1.209, 0.111, -0.831], [1.572, -0.532, -1.198], [-1.164, 2.763, 1.410], [1.235, -3.478, 0.606], [-0.775, -1.906, 0.969], [-0.155, -0.472, 2.195], [3.177, 0.276, 3.707], [-0.437, -2.493, 0.762], [0.832, -0.272, -1.231], [-0.642, -0.107, -0.040], [-1.622, -0.460, 0.970], [0.852, 2.155, -0.227], [0.699, 0.347, 0.016], [0.708, 0.468, 1.170], [-1.088, 1.063, -1.780], [-0.230, 2.710, 1.012], [-0.147, -0.842, -1.658], [-0.623, -0.145, -0.121], [1.224, 0.094, -0.898], [-1.314, -2.265, -2.623], [-0.392, 0.553, 0.344], [-0.554, 1.239, -1.983], [0.054, 1.195, -0.570]],
  "mulliken_charge": [-0.61, -0.30, 0.93, -0.65, 0.84, -1.32, -1.49, -0.32, -0.58, -0.70, -0.38, 0.51, 0.45, 0.38, 0.29, 0.35, 0.36, 0.34, 0.36, 0.50, 0.41, 0.31, 0.30]
}

{
  "formula": "C7H11NS2",
  "method": "the ωB97M-V functional and the def2-TZVPD basis",
  "charge": 0,
  "largest_force_ev_per_a": 3.79,
  "homo_lumo_gap_ha": [0.2303, 0.2358],
  "de_lowest_kcal_mol": 134.1,
  "e_lumo_ev": [-0.372, -0.137],
  "elements": ["C", "C", "C", "C", "C", "C", "C", "N", "S", "S", "H", "H", "H", "H", "H", "H", "H", "H", "H", "H", "H"],
  "xyz": [[2.197087, -1.934713, 0.252795], [1.662674, 0.630222, -0.066799], [3.105603, -2.343974, 1.072203], [-0.828972, 0.942457, 0.174533], [-1.687114, 2.032440, 0.606723], [-1.720100, -0.637541, -1.672324], [-1.328537, -0.364716, -0.261783], [0.449657, 1.176469, 0.173503], [3.043101, 0.997252, 0.776546], [1.487089, -1.016832, -0.844552], [2.954633, -2.984446, 1.888821], [4.090125, -1.776373, 1.015080], [-2.671961, 1.936667, 0.348078], [-1.267872, 2.923915, 0.235262], [-1.499097, 2.156127, 1.599353], [-2.348959, 0.218118, -2.063392], [-2.183995, -1.653230, -1.851822], [-0.909527, -0.674967, -2.356075], [-0.802240, -1.230065, 0.144508], [-2.367783, -0.420932, 0.173278], [0.626180, 2.024126, 0.656073]],
  "forces_ev_per_angstrom": [[-0.464, -1.601, 0.243], [0.245, -2.281, -0.445], [1.992, 2.219, -0.574], [-0.227, -2.329, -1.772], [1.877, 0.034, -1.203], [-0.883, 0.300, -2.190], [-3.185, -1.313, 1.583], [1.389, 1.655, 0.886], [-0.096, 0.690, -0.105], [0.163, 1.161, -0.835], [-0.183, -1.111, 0.754], [-0.903, -0.776, 0.289], [-2.435, -0.255, -0.428], [0.089, 1.449, -1.012], [-0.355, 0.193, 3.382], [0.209, -1.185, 0.361], [-0.030, 1.287, 0.669], [1.192, 0.168, -0.572], [0.190, 0.398, 0.123], [0.918, -0.009, 0.437], [0.496, 1.305, 0.410]],
  "mulliken_charge": [-0.04, 0.15, -0.32, 1.05, -1.82, -1.01, -0.99, -0.24, -0.39, -0.18, 0.25, 0.23, 0.45, 0.49, 0.48, 0.31, 0.32, 0.31, 0.46, 0.26, 0.23]
}

{
  "formula": "C7H11O2Si",
  "method": "the ωB97M-V functional and the def2-TZVPD basis",
  "charge": -1,
  "multiplicity": 3,
  "largest_force_ev_per_a": 10.52,
  "homo_lumo_gap_ha": [0.1464, 0.3278],
  "e_lumo_ev": [3.775, 3.461],
  "elements": ["C", "C", "C", "C", "C", "C", "C", "O", "O", "Si", "H", "H", "H", "H", "H", "H", "H", "H", "H", "H", "H"],
  "xyz": [[3.965165, 0.098644, 0.559856], [2.976934, 0.281649, -0.225333], [2.014750, 0.337329, 2.270201], [2.673173, -0.111031, 1.208849], [0.145491, -1.544723, -0.241490], [-0.231061, 1.379509, -0.997975], [-2.256942, 0.001433, 1.031891], [1.979348, 0.169112, 3.469365], [0.410567, 0.705566, 1.647084], [-0.445709, 0.137870, 0.458146], [5.081555, 0.070407, 0.762142], [2.656934, 0.514535, -1.204698], [-0.610423, -1.980724, -0.906671], [1.094712, -1.430058, -0.806802], [0.292922, -2.223835, 0.582027], [0.240987, 0.816438, -1.753795], [-1.005057, 2.038505, -1.330422], [0.611079, 2.021850, -0.743145], [-2.263835, -0.216472, 2.132896], [-2.775603, 0.925888, 0.826017], [-2.724094, -0.870878, 0.477980]],
  "forces_ev_per_angstrom": [[7.731, -2.323, 6.742], [-6.755, 0.425, -2.690], [-4.529, -1.024, 3.072], [4.430, 1.673, -5.869], [-0.166, 0.699, -0.401], [0.539, -0.063, 1.406], [0.365, -1.548, 0.064], [0.454, 0.974, -1.536], [2.132, 0.349, 2.517], [-0.321, 0.061, -1.594], [-1.913, 0.155, -0.314], [-0.607, 0.135, -0.388], [0.030, 0.056, 0.024], [-0.524, -0.086, 0.442], [0.211, -0.428, 0.329], [-0.065, -0.776, -1.645], [-0.740, 0.050, -0.426], [-0.007, 0.241, 0.614], [-0.087, 0.200, -0.968], [-0.357, 0.186, -0.008], [0.178, 1.043, 0.630]],
  "mulliken_spin": [0.82, 0.53, 0.16, 0.24, 0.09, 0.06, 0.00, 0.21, 0.01, -0.02, 0.00, -0.02, 0.00, -0.04, 0.00, 0.01, 0.01, -0.04, 0.00, 0.00, 0.00]
}

{
  "formula": "C7H11P",
  "method": "the ωB97M-V functional and the def2-TZVPD basis",
  "charge": 0,
  "smiles": "CC1=P(C)=C(C)C=C1",
  "largest_force_ev_per_a": 4.33,
  "homo_lumo_gap_ha": 0.3219,
  "de_lowest_kcal_mol": 1.1,
  "e_lumo_ev": 0.663,
  "elements": ["C", "C", "C", "C", "C", "C", "C", "P", "H", "H", "H", "H", "H", "H", "H", "H", "H", "H", "H"],
  "xyz": [[-0.569214, 0.752400, -1.501118], [-1.585392, 0.389001, -0.532685], [0.725398, 0.676547, -1.079211], [-1.124215, -0.007548, 0.686142], [1.990134, 0.852965, -1.903053], [-1.928135, -0.130074, 1.957775], [1.163088, -1.422490, 1.030471], [0.682385, 0.379359, 0.777766], [-0.881213, 0.974589, -2.437299], [-2.490172, 0.633081, -1.017668], [1.740758, 0.498205, -2.933853], [2.763983, 0.382213, -1.303088], [2.335934, 1.900951, -1.928931], [-1.473201, -0.556784, 2.888266], [-2.840002, -0.755206, 1.691075], [-2.319149, 0.834211, 2.305107], [0.398703, -1.897063, 1.527738], [2.014076, -1.584259, 1.730932], [1.396234, -1.920097, 0.041634]],
  "forces_ev_per_angstrom": [[2.614, -1.185, 3.245], [1.685, 0.136, 0.196], [-0.682, 0.094, 0.541], [0.024, 1.948, 0.116], [-1.143, 0.596, 0.504], [-1.610, -1.056, 0.047], [3.055, 0.545, -1.392], [-0.860, -0.976, -1.140], [-0.612, 0.799, -3.032], [-1.998, -0.492, 0.798], [0.981, 0.048, 0.865], [0.437, -0.718, -0.840], [-0.434, -0.198, -0.216], [0.123, 0.001, -1.173], [0.936, 0.635, 0.631], [0.116, 0.018, -0.318], [-2.100, -1.112, 0.742], [-0.148, 0.475, -0.762], [-0.384, 0.442, 1.189]],
  "mulliken_charge": [-0.46, -0.50, 0.22, 0.35, -1.09, -1.14, -1.01, -0.06, 0.53, 0.37, 0.31, 0.32, 0.28, 0.32, 0.30, 0.29, 0.35, 0.34, 0.27]
}

{
  "formula": "C7H12",
  "method": "the ωB97M-V functional and the def2-TZVPD basis",
  "charge": 0,
  "smiles": "C=CCC(=C)CC",
  "largest_force_ev_per_a": 3.94,
  "homo_lumo_gap_ha": 0.3599,
  "de_lowest_kcal_mol": 71.5,
  "e_lumo_ev": 0.833,
  "elements": ["C", "C", "C", "C", "C", "C", "C", "H", "H", "H", "H", "H", "H", "H", "H", "H", "H", "H", "H"],
  "xyz": [[1.102943, 2.022694, 0.083246], [0.565058, 1.290146, -1.139057], [0.322106, -0.202661, -0.877029], [0.622747, -1.051707, -1.915889], [-0.955566, -0.372636, -0.048509], [-0.914050, -1.274715, 1.260850], [-0.721883, -0.892161, 2.602381], [1.078185, 1.445138, 1.065594], [0.317548, 2.815416, 0.358800], [2.121432, 2.370110, -0.011345], [-0.371004, 1.649713, -1.568034], [1.295817, 1.258015, -1.957619], [0.137135, -2.047702, -1.925167], [1.242686, -0.726921, -2.710741], [-1.450820, 0.518536, 0.247035], [-1.689088, -0.915658, -0.649003], [-1.193722, -2.287084, 1.197979], [-1.357903, -1.292701, 3.413420], [-0.258402, 0.099384, 2.743136]],
  "forces_ev_per_angstrom": [[-2.326, 0.705, 2.062], [1.636, -1.901, 0.008], [-1.817, 0.382, -3.231], [-1.456, 0.064, 3.167], [1.103, -3.326, 1.811], [0.562, 2.069, 3.020], [-0.972, 0.984, -3.662], [0.111, 0.016, -1.453], [1.708, -0.360, -0.510], [-0.021, 0.503, -0.171], [0.070, 0.399, 0.334], [-0.042, 0.663, 0.152], [0.622, 0.574, -0.218], [0.694, -0.022, -0.543], [0.153, 1.150, 0.143], [0.091, 0.078, -0.157], [-0.865, -1.111, -0.683], [1.295, -0.515, -0.371], [-0.547, -0.354, 0.301]],
  "mulliken_charge": [-0.92, -0.67, 0.77, -1.02, -1.01, -0.17, -0.74, 0.19, 0.22, 0.37, 0.35, 0.33, 0.26, 0.34, 0.42, 0.39, 0.37, 0.29, 0.23]
}

| no. | E (Ha) |
| --- | --- |
| 1 | -895.2569 |
| 2 | -951.8932 |
| 3 | -1124.2494 |
| 4 | -713.1444 |
| 5 | -614.6027 |
| 6 | -273.7946 |